Computed, not measured: an isolated molecule of C2H2FN3S in a non-equilibrium geometry, with ωB97M-V with the def2-TZVPD basis set.

Structure (XYZ):
```
9
Properties=species:S:1:pos:R:3
F -0.39162 2.19365 -2.42715
S -0.93497 1.94694 -0.96569
N 0.05053 0.47075 -0.12895
C -0.87205 -0.37231 0.25894
N -0.29307 -1.37339 0.88241
C 1.08285 -1.11361 0.86486
N 1.33286 0.02959 0.32675
H -1.87749 -0.08997 -0.05383
H 1.90296 -1.69165 1.24266
```

Computed properties:
Structure (SMILES): FSn1cncn1
LUMO energy, eV: -0.861
Kohn-Sham gap, eV: 9.37
Energy above the lowest of the compared OMol25 structures with the same formula, charge and spin, kJ/mol: 192.62


Computed, not measured: a structure of composition C2H2FN3S in a non-equilibrium geometry, with ωB97M-V with the def2-TZVPD basis set.

Structure (XYZ):
```
9
Properties=species:S:1:pos:R:3
C -0.48638 1.25133 0.02119
C -0.88393 -0.83725 0.15689
N 0.23632 0.10762 -0.03263
N -1.70495 1.03675 0.25365
N -2.09672 -0.24540 0.32897
F 3.47326 -1.18934 -0.00994
S 2.25915 -0.42231 -0.87889
H -0.12096 2.23009 -0.12293
H -0.67579 -1.93150 0.28371
```

Computed properties:
LUMO energy (alpha / beta), eV: -1.414 / -4.215
Kohn-Sham gap (alpha / beta), eV: 8.05 / 5.07
Spin multiplicity: 3
Energy above the lowest of the compared OMol25 structures with the same formula, charge and spin, kJ/mol: 0.00


Computed, not measured: an isolated molecule of C2H2FNO2 in a non-equilibrium geometry, with ωB97M-V with the def2-TZVPD basis set.

Structure (XYZ):
```
8
Properties=species:S:1:pos:R:3
C 0.58150 -1.15378 -0.43935
C 0.47315 0.28585 0.33006
F 1.40493 0.94388 0.98044
N -0.81680 0.86253 0.28083
O -1.63602 0.33424 -0.43267
O -1.09883 1.74861 1.06324
H 1.42497 -1.79806 -0.73137
H -0.33291 -1.22326 -1.05118
```

Computed properties:
Structure (SMILES): C=C(F)[N+](=O)[O-]
LUMO energy (alpha / beta), eV: -1.694 / -1.597
Kohn-Sham gap (alpha / beta), eV: 8.54 / 8.53
Energy above the lowest of the compared OMol25 structures with the same formula, charge and spin, kJ/mol: 620.94


Computed, not measured: a structure of composition C2H2FNaO in a non-equilibrium geometry, with ωB97M-V with the def2-TZVPD basis set.

Structure (XYZ):
```
7
Properties=species:S:1:pos:R:3
C 0.10172 0.62605 0.37142
C 1.23473 1.30950 0.65202
F -1.08257 1.34678 0.46557
O -0.09767 -0.61105 0.20367
H 1.19472 2.35548 0.94764
H 2.19403 0.79794 0.58590
Na 0.22529 -2.39566 -1.21311
```

Computed properties:
LUMO energy, eV: -1.579
Kohn-Sham gap, eV: 4.95
Energy above the lowest of the compared OMol25 structures with the same formula, charge and spin, kJ/mol: 20.28


Computed, not measured: a structure of composition C2H2FNdO2 in a non-equilibrium geometry, with ωB97M-V with the def2-TZVPD basis set.

Structure (XYZ):
```
8
Properties=species:S:1:pos:R:3
H -2.13674 -0.14444 1.14625
O -0.95882 -0.84202 -0.37152
C -1.13546 -0.29522 0.69308
C -0.06137 0.73167 1.12109
O 0.90001 0.82134 0.38544
H -0.11056 1.22185 2.10515
F 2.34199 -0.95160 -3.38857
Nd 1.16096 -0.54158 -1.69092
```

Computed properties:
LUMO energy (alpha / beta), eV: -11.783 / -11.599
Kohn-Sham gap (alpha / beta), eV: 9.05 / 9.33
Spin multiplicity: 4
Charge: +2
Energy above the lowest of the compared OMol25 structures with the same formula, charge and spin, kJ/mol: 0.00


Computed, not measured: a structure of composition C2H2FO2Pt in a non-equilibrium geometry, with ωB97M-V with the def2-TZVPD basis set.

Structure (XYZ):
```
8
Properties=species:S:1:pos:R:3
F -1.77858 -1.10122 -0.34564
C -0.77601 -0.28869 -0.04039
C -0.73279 1.01826 0.04082
H -1.67085 1.55857 -0.09261
O 0.39382 -1.13511 -0.29999
O 1.58782 -0.49474 0.08848
H 1.85220 -0.95360 0.89999
Pt 1.12438 1.39654 -0.25066
```

Computed properties:
LUMO energy (alpha / beta), eV: -5.746 / -8.111
Kohn-Sham gap (alpha / beta), eV: 8.74 / 7.49
Spin multiplicity: 3
Charge: +1
Energy above the lowest of the compared OMol25 structures with the same formula, charge and spin, kJ/mol: 190.26


Computed, not measured: a cluster of 2 separate species, C2H2FO3P in total in a non-equilibrium geometry, with ωB97M-V with the def2-TZVPD basis set.

Structure (XYZ):
```
9
Properties=species:S:1:pos:R:3
C 0.58625 -0.83901 1.91663
C -0.49907 -0.11756 -0.05645
O -0.64927 0.50087 -2.87840
O 1.64834 0.00632 -1.96969
O -0.07165 1.24472 -0.44542
F -1.86962 -0.15313 0.15822
P 0.19563 0.10899 -1.68115
H 0.92563 0.18493 2.36893
H -0.26625 -0.93614 2.58733
```

Computed properties:
LUMO energy, eV: 7.310
Kohn-Sham gap, eV: 6.16
Charge: -2
Energy above the lowest of the compared OMol25 structures with the same formula, charge and spin, kJ/mol: 476.58


Computed, not measured: an isolated molecule of C2H2FOP in a non-equilibrium geometry, with ωB97M-V with the def2-TZVPD basis set.

Structure (XYZ):
```
7
Properties=species:S:1:pos:R:3
H -0.82298 1.38889 0.37508
P 0.43402 1.40176 -0.05299
C 0.94096 -0.15967 0.27892
C 2.71728 -0.22890 0.03600
O 3.48633 -1.09442 -0.09957
F 3.09558 1.05591 -0.00198
H 0.27394 -0.93282 0.68811
```

Computed properties:
Structure (SMILES): [H]/P=C/C(=O)F
LUMO energy, eV: -0.684
Kohn-Sham gap, eV: 9.71
Energy above the lowest of the compared OMol25 structures with the same formula, charge and spin, kJ/mol: 139.18


Computed, not measured: a cluster of 2 separate species, C2H2FOP in total in a non-equilibrium geometry, with ωB97M-V with the def2-TZVPD basis set.

Structure (XYZ):
```
7
Properties=species:S:1:pos:R:3
C -0.22426 -0.03751 0.15232
C 1.18308 -0.38148 0.12100
O 1.73388 -1.37650 0.01100
F 1.81876 0.82734 0.35115
P -1.36228 0.40988 1.16228
H -0.89148 -0.32031 -2.07584
H -2.25771 0.87858 0.27808
```

Computed properties:
LUMO energy (alpha / beta), eV: -1.041 / -2.001
Kohn-Sham gap (alpha / beta), eV: 8.61 / 8.51
Energy above the lowest of the compared OMol25 structures with the same formula, charge and spin, kJ/mol: 476.34


Computed, not measured: an isolated molecule of C2H2FOP in a non-equilibrium geometry, with ωB97M-V with the def2-TZVPD basis set.

Structure (XYZ):
```
7
Properties=species:S:1:pos:R:3
C -0.56524 0.11991 0.60583
C -0.08035 -0.51348 -0.58578
O -1.49807 0.54278 1.10752
F 1.46189 1.36412 0.21644
P 1.37392 -0.17078 0.74385
H -0.57285 -1.56102 -0.72313
H -0.11929 0.21847 -1.36472
```

Computed properties:
LUMO energy (alpha / beta), eV: 0.514 / -2.219
Kohn-Sham gap (alpha / beta), eV: 6.60 / 8.47
Spin multiplicity: 3
Energy above the lowest of the compared OMol25 structures with the same formula, charge and spin, kJ/mol: 143.20


Computed, not measured: a structure of composition C2H2FOSc in a non-equilibrium geometry, with ωB97M-V with the def2-TZVPD basis set.

Structure (XYZ):
```
7
Properties=species:S:1:pos:R:3
C -1.19693 -0.49877 -0.23882
C -0.04997 -1.05090 -0.75905
O 0.48396 -0.93751 0.52979
H -2.17507 -0.91134 -0.01240
F -1.08456 0.88769 0.00143
H -0.10072 -2.07043 -1.15601
Sc 1.24443 0.91674 0.12223
```

Computed properties:
LUMO energy (alpha / beta), eV: -11.574 / -11.786
Kohn-Sham gap (alpha / beta), eV: 8.24 / 7.68
Charge: +2
Energy above the lowest of the compared OMol25 structures with the same formula, charge and spin, kJ/mol: 0.00


Computed, not measured: a structure of composition C2H2FOSr in a non-equilibrium geometry, with ωB97M-V with the def2-TZVPD basis set.

Structure (XYZ):
```
7
Properties=species:S:1:pos:R:3
F 2.69715 -0.36025 1.01324
O 1.42012 0.54750 0.37422
Sr 1.57532 -1.71458 -0.35189
C -0.72916 -0.47665 -0.25193
C -1.45459 0.56007 -0.03020
H -2.28207 1.04847 0.47583
H -1.22678 0.39543 -1.22926
```

Computed properties:
LUMO energy, eV: -4.939
Kohn-Sham gap, eV: 9.31
Charge: +1
Energy above the lowest of the compared OMol25 structures with the same formula, charge and spin, kJ/mol: 706.86


Computed, not measured: a structure of composition C2H2FOYb in a non-equilibrium geometry, with ωB97M-V with the def2-TZVPD basis set.

Structure (XYZ):
```
7
Properties=species:S:1:pos:R:3
C 0.14293 0.31625 0.09338
C 1.05972 -0.59872 -0.00693
O -0.40661 1.37151 -0.14498
H 0.71654 -1.62687 -0.15640
H -2.32331 0.85434 -0.04493
Yb 3.38636 -0.17894 0.10023
F -2.57563 -0.13757 0.15964
```

Computed properties:
LUMO energy (alpha / beta), eV: -10.731 / -12.493
Kohn-Sham gap (alpha / beta), eV: 9.34 / 7.58
Spin multiplicity: 2
Charge: +2
Energy above the lowest of the compared OMol25 structures with the same formula, charge and spin, kJ/mol: 278.24


Computed, not measured: a cluster of 2 separate species, C2H2I2O2S in total in a non-equilibrium geometry, with ωB97M-V with the def2-TZVPD basis set.

Structure (XYZ):
```
9
Properties=species:S:1:pos:R:3
C -0.04707 -0.93355 0.65933
C 0.83334 0.12393 -1.16303
O -0.20902 -2.07068 0.37600
O 0.55975 0.05625 0.21598
S -1.31146 0.07621 3.10424
I -0.85119 0.78545 -2.38648
I -1.55238 2.19723 2.06087
H 0.87376 -0.99136 -1.47333
H 1.70426 0.75651 -1.39359
```

Computed properties:
LUMO energy (alpha / beta), eV: -1.954 / -1.953
Kohn-Sham gap (alpha / beta), eV: 6.31 / 6.31
Energy above the lowest of the compared OMol25 structures with the same formula, charge and spin, kJ/mol: 401.64


Computed, not measured: a cluster of 2 separate species, C2H2IN4 in total in a non-equilibrium geometry, with ωB97M-V with the def2-TZVPD basis set.

Structure (XYZ):
```
9
Properties=species:S:1:pos:R:3
C 1.30971 0.12144 -0.36397
C -2.10354 1.05351 0.11666
N 0.17844 0.37550 -0.30096
N 1.37945 -2.12388 -0.01008
N 2.08748 -2.91818 0.24579
N -1.02069 0.83630 -0.57623
I 3.25630 0.16944 -0.08011
H -2.97239 1.57710 -0.31211
H -2.11476 0.90879 1.28102
```

Computed properties:
LUMO energy, eV: -5.604
Kohn-Sham gap, eV: 9.02
Charge: +1
Energy above the lowest of the compared OMol25 structures with the same formula, charge and spin, kJ/mol: 51.82


Computed, not measured: a structure of composition C2H2INO2S in a non-equilibrium geometry, with ωB97M-V with the def2-TZVPD basis set.

Structure (XYZ):
```
9
Properties=species:S:1:pos:R:3
C 1.70993 -0.65321 0.33549
C 0.50002 0.77250 -0.32705
N 2.36691 -1.57366 0.48452
O -0.85638 -0.73884 1.50048
O -1.01467 -1.04378 -0.99714
S -0.90603 -0.22484 0.17294
I -2.87903 1.14135 0.28260
H 0.46279 0.52544 -1.36122
H 0.61647 1.79503 -0.09061
```

Computed properties:
LUMO energy, eV: -1.481
Kohn-Sham gap, eV: 9.17
Energy above the lowest of the compared OMol25 structures with the same formula, charge and spin, kJ/mol: 217.24


Computed, not measured: a cluster of 2 separate species, C2H2INO3 in total in a non-equilibrium geometry, with ωB97M-V with the def2-TZVPD basis set.

Structure (XYZ):
```
9
Properties=species:S:1:pos:R:3
C 2.31588 -0.98165 -1.00618
C 0.79677 -2.32472 0.07724
N 0.03786 -0.09037 0.00902
O 1.04100 -3.40689 0.44669
O 2.31547 -0.91050 -2.19245
O -0.01720 -1.35260 0.58001
I 3.68404 0.21098 0.25600
H 0.65204 0.49150 0.49704
H -0.87612 0.19348 -0.29387
```

Computed properties:
LUMO energy (alpha / beta), eV: -1.344 / -1.341
Kohn-Sham gap (alpha / beta), eV: 7.33 / 7.33
Energy above the lowest of the compared OMol25 structures with the same formula, charge and spin, kJ/mol: 448.05


Computed, not measured: an isolated molecule of C2H2INOS2 in a non-equilibrium geometry, with ωB97M-V with the def2-TZVPD basis set.

Structure (XYZ):
```
9
Properties=species:S:1:pos:R:3
C -0.01636 0.61775 0.09058
C 1.54724 -1.14788 -0.47298
N 0.59597 -0.20134 -0.60491
O -1.73907 2.33318 0.57271
S 1.28807 -2.57843 0.13200
S -1.62917 1.30667 -0.42693
I -3.01794 -0.66043 0.20237
H 0.44142 1.02495 1.08536
H 2.52983 -0.69447 -0.57819
```

Computed properties:
LUMO energy, eV: -1.479
Kohn-Sham gap, eV: 7.73
Energy above the lowest of the compared OMol25 structures with the same formula, charge and spin, kJ/mol: 43.63


Computed, not measured: a structure of composition C2H2IOS in a non-equilibrium geometry, with ωB97M-V with the def2-TZVPD basis set.

Structure (XYZ):
```
7
Properties=species:S:1:pos:R:3
C 1.07870 -0.50428 -0.11353
C -0.81199 0.17762 0.23285
O 1.61173 -0.27015 -1.18626
S 1.51928 -1.23767 1.28452
I -1.08615 1.63975 -1.41997
H -1.65941 -0.49796 0.13375
H -0.65215 0.69270 1.06864
```

Computed properties:
LUMO energy, eV: 3.113
Kohn-Sham gap, eV: 6.70
Charge: -1
Energy above the lowest of the compared OMol25 structures with the same formula, charge and spin, kJ/mol: 106.33


Computed, not measured: a structure of composition C2H2IrO in a non-equilibrium geometry, with ωB97M-V with the def2-TZVPD basis set.

Structure (XYZ):
```
6
Properties=species:S:1:pos:R:3
C -0.68779 -0.82054 -0.75590
C 0.20355 -0.68176 0.19608
H -0.82360 0.00653 -1.47819
H 0.45326 -1.39254 0.99972
O 0.98944 0.70442 0.56286
Ir -0.13485 2.18389 0.47543
```

Computed properties:
LUMO energy (alpha / beta), eV: 3.785 / 2.707
Kohn-Sham gap (alpha / beta), eV: 6.26 / 5.70
Spin multiplicity: 5
Charge: -1